No. 1
{
  "formula": "C32H30F12N2O7PtS",
  "method": "ωB97M-V/def2-TZVPD",
  "molar_mass_g_mol": 1009.7,
  "e_homo_ev": [-8.205, -8.797],
  "e_tot_ev": -97673.758,
  "total_charge": 0,
  "e_above_lowest_kcal_mol": 10.60,
  "spin_multiplicity": 5,
  "species": ["Pt", "C", "C", "C", "C", "C", "N", "C", "C", "C", "C", "C", "C", "C", "C", "O", "C", "F", "F", "F", "C", "F", "F", "F", "C", "C", "C", "O", "C", "F", "F", "F", "C", "F", "F", "F", "H", "H", "H", "H", "H", "H", "H", "H", "H", "H", "H", "H", "N", "C", "C", "O", "O", "H", "H", "H", "H", "H", "C", "C", "O", "O", "H", "H", "H", "C", "C", "C", "C", "C", "C", "C", "S", "C", "O", "H", "H", "H", "H", "H", "H", "H", "H", "H", "H"],
  "coordinates": [[1.1496, -0.0704, 0.2628], [0.4837, 5.7519, -2.3382], [0.3332, 4.2559, -2.2545], [-0.9043, 3.6593, -2.0634], [-1.0030, 2.2937, -1.8999], [0.1377, 1.4968, -1.9057], [0.0514, 0.1219, -1.5797], [-0.7767, -0.7192, -2.2234], [-1.4108, -0.2789, -3.4250], [-2.3283, -1.0582, -4.0723], [-2.6485, -2.3269, -3.5795], [-3.6547, -3.2015, -4.2715], [-1.9517, -2.8031, -2.4645], [-1.0026, -2.0648, -1.7953], [-0.1759, -2.7077, -0.6692], [0.9841, -2.0578, -0.3478], [0.3328, -4.1230, -1.1309], [1.3098, -4.5562, -0.3407], [0.8118, -4.0471, -2.3812], [-0.6358, -5.0642, -1.1171], [-1.1171, -2.9002, 0.5598], [-1.4568, -1.6970, 1.0368], [-2.2695, -3.5228, 0.2503], [-0.5221, -3.5951, 1.5287], [1.3971, 2.0670, -2.1607], [1.4617, 3.4389, -2.3393], [2.6141, 1.1156, -2.2553], [2.8046, 0.3518, -1.1273], [3.9350, 1.9164, -2.4396], [5.0082, 1.1182, -2.3749], [3.9859, 2.5951, -3.5924], [4.0720, 2.8062, -1.4282], [2.4505, 0.1705, -3.5323], [1.5835, 0.6916, -4.4301], [1.9939, -1.0249, -3.1721], [3.6034, -0.0315, -4.1881], [-0.4821, 6.2472, -2.4321], [0.9715, 6.1273, -1.4354], [1.1067, 6.0388, -3.1886], [-1.7997, 4.2701, -2.0056], [-1.9596, 1.8278, -1.6968], [-1.1350, 0.6843, -3.8284], [-2.7972, -0.6953, -4.9802], [-4.3659, -2.6099, -4.8472], [-3.1501, -3.8830, -4.9639], [-4.2032, -3.8150, -3.5548], [-2.1676, -3.8082, -2.1332], [2.4028, 3.9208, -2.5564], [4.4321, 0.6342, 0.8127], [4.3691, 1.9959, 1.3592], [2.9368, 2.4478, 1.5392], [2.7811, 3.6032, 1.8910], [1.9951, 1.5766, 1.3610], [3.9370, -0.0491, 1.4260], [5.3854, 0.3150, 0.6839], [3.9181, 0.5779, -0.0954], [4.8634, 2.6912, 0.6930], [4.8561, 2.0351, 2.3296], [2.1180, -3.0476, 3.3649], [2.3386, -1.8369, 2.4926], [3.4931, -1.5365, 2.1690], [1.2548, -1.2401, 2.1283], [2.9745, -3.2023, 4.0159], [2.0213, -3.9059, 2.6939], [1.1946, -2.9603, 3.9380], [-5.2786, -1.5142, 5.1442], [-4.1455, -0.9374, 4.3322], [-2.8290, -1.3344, 4.5520], [-1.7873, -0.7830, 3.8208], [-2.0732, 0.1810, 2.8657], [-3.3716, 0.5753, 2.6029], [-4.4006, 0.0110, 3.3417], [-0.7440, 1.0222, 2.0203], [-0.2736, 2.1213, 3.3521], [-1.3763, 1.8583, 0.9571], [-4.9353, -2.3266, 5.7845], [-6.0688, -1.8994, 4.4966], [-5.7248, -0.7481, 5.7823], [-2.6161, -2.0919, 5.3000], [-0.7619, -1.1121, 3.9723], [-3.5591, 1.3120, 1.8290], [-5.4257, 0.3112, 3.1439], [0.3989, 2.8675, 2.9314], [0.2349, 1.5296, 4.1188], [-1.1983, 2.5541, 3.7335]],
  "forces_ev_per_angstrom": [[0.387, -0.003, 0.565], [0.064, -0.084, -0.035], [0.056, 0.032, -0.025], [-0.056, 0.097, 0.036], [-0.119, -0.171, 0.190], [0.063, -0.125, -0.180], [-0.515, 0.265, 0.137], [0.258, 0.198, -0.154], [0.037, -0.034, 0.072], [-0.059, -0.057, -0.039], [-0.043, -0.037, -0.067], [0.076, -0.004, 0.032], [-0.129, -0.054, -0.080], [0.181, 0.093, 0.040], [0.184, -0.130, -0.037], [-0.477, -0.256, -0.171], [-0.058, 0.314, -0.003], [-0.057, -0.086, -0.047], [-0.024, -0.112, 0.105], [0.119, -0.059, -0.092], [0.299, 0.061, -0.258], [-0.036, -0.033, -0.013], [0.036, -0.052, 0.156], [-0.123, 0.004, 0.091], [0.124, -0.245, 0.023], [-0.018, 0.091, -0.089], [0.022, -0.033, -0.161], [-0.213, 0.046, -0.557], [-0.233, -0.002, 0.129], [-0.018, 0.093, 0.018], [0.085, -0.025, 0.044], [0.049, -0.081, -0.254], [-0.048, 0.131, 0.162], [0.119, -0.054, 0.095], [-0.017, 0.022, -0.072], [-0.055, 0.032, 0.041], [0.015, -0.028, -0.006], [-0.030, -0.001, -0.023], [-0.045, -0.015, 0.037], [0.079, -0.048, -0.013], [0.075, 0.058, 0.045], [-0.030, -0.017, 0.019], [0.005, -0.021, 0.048], [0.012, -0.009, 0.017], [-0.021, 0.041, 0.035], [0.029, 0.047, -0.032], [0.010, 0.008, -0.023], [-0.007, -0.005, 0.041], [0.509, 0.014, 0.481], [0.132, -0.102, 0.070], [-0.435, 0.170, 0.027], [-0.235, -0.103, -0.024], [0.002, 0.284, 0.225], [0.114, -0.427, 0.167], [0.080, -0.079, 0.029], [-0.207, -0.006, -0.412], [0.100, 0.027, -0.005], [0.059, -0.057, 0.068], [-0.117, -0.036, 0.060], [-0.226, -0.130, -0.058], [-0.120, 0.431, -0.206], [0.435, 0.061, 0.111], [-0.009, -0.024, 0.011], [-0.001, 0.041, 0.064], [0.074, -0.033, -0.032], [0.050, 0.034, -0.061], [-0.112, 0.000, -0.021], [0.061, -0.044, -0.015], [0.066, -0.009, 0.036], [0.203, 0.103, 0.357], [-0.089, 0.000, -0.013], [-0.081, -0.061, 0.003], [-0.372, 0.219, -0.966], [0.116, -0.154, 0.087], [-0.014, -0.050, 0.333], [-0.003, 0.023, -0.028], [0.035, 0.007, 0.020], [0.017, -0.020, -0.014], [-0.016, 0.059, -0.048], [-0.110, 0.058, -0.019], [0.033, -0.038, 0.080], [0.072, -0.016, 0.026], [0.014, -0.058, -0.022], [-0.069, 0.107, -0.069], [0.091, 0.057, 0.016]],
  "lowdin_spin": [1.890, 0.007, 0.043, -0.004, 0.050, 0.036, 0.512, 0.049, 0.131, -0.009, 0.155, 0.027, -0.012, 0.117, 0.026, 0.225, 0.014, 0.003, 0.002, 0.004, 0.006, 0.000, 0.000, 0.001, 0.042, -0.004, 0.015, 0.161, 0.006, 0.002, 0.003, 0.000, 0.002, 0.001, 0.004, 0.000, 0.000, 0.003, 0.002, -0.001, 0.001, 0.004, -0.003, 0.002, 0.011, 0.004, -0.003, -0.001, 0.000, 0.000, 0.011, 0.021, 0.101, 0.000, 0.000, -0.001, 0.000, 0.000, 0.010, 0.012, 0.006, 0.173, 0.001, 0.001, 0.000, 0.000, 0.003, 0.000, 0.004, 0.013, 0.005, 0.000, 0.082, 0.019, 0.010, 0.000, 0.000, 0.000, 0.000, 0.001, 0.000, 0.000, 0.000, 0.000, 0.004]
}



No. 2
{
  "formula": "C32H30FeN11O3SSe",
  "method": "ωB97M-V/def2-TZVPD",
  "molar_mass_g_mol": 783.5,
  "e_homo_ev": [-10.418, -10.414],
  "e_tot_ev": -166768.891,
  "total_charge": 1,
  "e_above_lowest_kcal_mol": 12.19,
  "spin_multiplicity": 5,
  "species": ["Fe", "Se", "N", "C", "C", "C", "C", "C", "N", "C", "C", "N", "C", "C", "C", "C", "C", "N", "H", "H", "H", "H", "H", "H", "N", "C", "C", "C", "C", "C", "C", "N", "C", "C", "C", "C", "N", "C", "C", "H", "H", "H", "H", "H", "H", "H", "H", "H", "C", "C", "C", "O", "C", "H", "H", "H", "H", "H", "H", "H", "H", "C", "C", "C", "N", "N", "C", "N", "S", "H", "H", "H", "H", "H", "H", "H", "O", "N", "O"],
  "coordinates": [[0.3619, -1.1056, 0.5800], [5.4372, -7.1417, 0.6624], [3.9475, -6.8071, -0.2618], [3.5658, -5.5992, 0.0536], [2.3704, -4.9619, -0.4879], [1.5148, -5.6010, -1.3818], [0.4018, -4.9256, -1.8334], [0.1720, -3.6331, -1.3724], [0.9784, -3.0138, -0.5221], [2.0609, -3.6631, -0.0827], [2.9228, -2.9221, 0.8562], [2.5566, -1.6620, 1.1599], [3.3407, -0.9821, 1.9940], [4.4849, -1.5117, 2.5806], [4.8490, -2.8047, 2.2832], [4.0613, -3.5278, 1.3929], [4.3936, -4.8935, 0.9936], [5.4399, -5.5348, 1.4393], [1.7374, -6.6103, -1.7008], [-0.2945, -5.3839, -2.5202], [-0.7112, -3.0884, -1.6775], [3.0526, 0.0373, 2.1925], [5.0699, -0.9038, 3.2554], [5.7289, -3.2668, 2.7110], [-4.5465, 4.0335, -1.4347], [-4.8816, 5.2379, -2.0202], [-6.1042, 5.8033, -2.3724], [-6.0558, 7.0534, -2.9509], [-4.8373, 7.7223, -3.1718], [-3.6331, 7.1557, -2.8192], [-3.6609, 5.8884, -2.2332], [-2.6152, 5.0976, -1.7903], [-3.1815, 4.0166, -1.3292], [-2.4255, 2.8973, -0.7583], [-3.0185, 1.7758, -0.2006], [-2.2189, 0.7587, 0.3003], [-0.8854, 0.8035, 0.2796], [-0.3184, 1.9034, -0.2425], [-1.0316, 2.9553, -0.7675], [-5.1840, 3.3071, -1.1639], [-7.0442, 5.2958, -2.2041], [-6.9785, 7.5359, -3.2434], [-4.8539, 8.7022, -3.6286], [-2.6936, 7.6638, -2.9858], [-4.0921, 1.6647, -0.1340], [-2.6620, -0.1261, 0.7312], [0.7627, 1.9293, -0.2185], [-0.5357, 3.8209, -1.1821], [1.5858, -0.3860, -3.7497], [0.1436, -0.8856, -3.8835], [-0.4883, -0.4070, -2.5914], [0.5513, -0.5663, -1.6114], [1.8336, -0.3768, -2.2371], [1.6841, 0.6181, -4.1608], [2.2928, -1.0285, -4.2703], [0.1125, -1.9740, -3.9454], [-0.3589, -0.4793, -4.7590], [-1.3474, -0.9854, -2.2543], [-0.7776, 0.6482, -2.6526], [2.4769, -1.1912, -1.9006], [2.2559, 0.5710, -1.8936], [0.5421, -2.2740, 5.0659], [-0.5264, -1.3373, 4.5040], [0.0847, -0.1246, 3.8815], [0.4454, -0.0324, 2.6461], [1.0466, 1.1739, 2.3309], [1.1206, 1.9626, 3.3574], [1.7007, 3.1878, 3.3149], [0.4678, 1.2888, 4.8093], [0.0732, -3.1506, 5.5087], [1.1421, -1.7841, 5.8340], [1.2029, -2.6103, 4.2667], [-1.2223, -1.0309, 5.2870], [-1.0950, -1.8483, 3.7329], [1.8826, 3.5778, 2.4058], [1.5611, 3.8366, 4.0678], [-0.2453, -2.7482, 2.0472], [-1.3389, -2.9360, 1.4959], [-1.5532, -2.0978, 0.5797]],
  "forces_ev_per_angstrom": [[-0.021, -0.043, 0.387], [-0.121, 0.180, -0.023], [0.070, -0.023, 0.081], [-0.020, -0.040, -0.043], [0.033, 0.001, 0.024], [-0.033, 0.016, -0.042], [0.045, 0.035, 0.012], [-0.040, -0.047, -0.017], [-0.118, -0.260, 0.133], [0.076, 0.149, 0.042], [-0.126, -0.080, -0.030], [0.107, -0.046, 0.072], [0.010, -0.033, -0.123], [-0.005, 0.006, -0.013], [0.018, 0.030, 0.022], [-0.043, -0.003, -0.052], [0.057, 0.038, 0.048], [-0.019, -0.099, -0.048], [0.004, -0.010, 0.008], [-0.007, -0.006, -0.011], [-0.005, 0.011, 0.009], [-0.111, 0.099, 0.052], [0.001, 0.014, -0.004], [-0.004, 0.001, 0.000], [0.004, 0.086, -0.036], [-0.050, -0.044, 0.023], [0.015, 0.011, -0.011], [0.004, 0.032, -0.013], [-0.019, -0.019, 0.006], [-0.021, -0.009, 0.002], [0.082, 0.020, -0.002], [-0.106, -0.024, -0.001], [0.083, -0.067, 0.033], [0.016, 0.091, -0.038], [-0.024, -0.062, 0.076], [0.130, 0.080, 0.037], [-0.181, 0.037, -0.332], [0.017, -0.073, 0.104], [0.014, -0.011, 0.052], [0.001, -0.001, 0.004], [-0.010, -0.011, 0.003], [-0.009, 0.003, -0.001], [-0.006, 0.008, -0.004], [0.015, 0.002, 0.001], [-0.012, -0.005, -0.012], [-0.006, -0.102, -0.012], [0.020, -0.014, -0.059], [0.003, 0.004, -0.010], [0.036, -0.020, 0.002], [-0.038, 0.024, -0.011], [-0.010, 0.077, 0.052], [0.059, 0.150, -0.028], [0.005, -0.039, 0.000], [-0.019, 0.009, 0.014], [0.014, 0.019, -0.006], [0.006, -0.017, 0.033], [-0.005, -0.018, -0.014], [-0.005, -0.007, -0.013], [0.010, -0.012, -0.001], [0.000, 0.005, -0.016], [0.026, -0.026, -0.009], [0.028, -0.014, -0.004], [-0.117, 0.119, 0.118], [-0.054, -0.371, -0.103], [0.186, 0.558, -0.049], [0.043, -0.084, 0.141], [0.039, 0.022, -0.070], [0.116, 0.067, 0.026], [-0.061, 0.003, 0.046], [-0.002, -0.024, 0.008], [0.000, 0.014, 0.011], [-0.015, 0.000, -0.001], [0.043, 0.030, 0.040], [-0.006, 0.069, 0.204], [-0.017, 0.000, -0.005], [-0.039, 0.008, -0.014], [0.458, -0.368, -0.346], [-0.259, 0.094, -0.026], [-0.131, -0.089, -0.273]],
  "lowdin_spin": [3.752, 0.000, 0.000, 0.000, 0.001, -0.001, 0.001, 0.002, 0.029, 0.002, 0.002, 0.025, 0.002, 0.001, 0.000, 0.000, 0.000, 0.000, 0.000, 0.000, 0.000, 0.000, 0.000, 0.000, 0.000, 0.000, 0.000, 0.000, 0.000, 0.000, 0.000, 0.000, 0.000, 0.000, 0.001, 0.003, 0.029, 0.004, 0.001, 0.000, 0.000, 0.000, 0.000, 0.000, 0.000, 0.000, 0.001, 0.000, 0.001, 0.001, 0.002, 0.028, 0.002, 0.000, 0.000, 0.000, 0.000, 0.000, 0.000, 0.000, 0.000, 0.000, 0.000, 0.001, 0.026, 0.004, 0.001, 0.000, 0.003, 0.000, 0.000, 0.000, 0.000, 0.000, 0.000, 0.000, 0.036, -0.002, 0.041]
}